Density functional theory data (wB97M-V/def2-TZVPD) for one molecule with the formula C15H16N4O3S in a non-equilibrium geometry.

The geometry in XYZ format:
```
39
Properties=species:S:1:pos:R:3:forces:R:3:mulliken_charge:R:1
C -1.791801 -3.766581 -0.932217 1.360 0.494 -0.570 -0.69
C 0.561232 -4.093564 -0.540740 0.134 -0.013 -0.940 -0.61
H 0.402290 4.219997 1.794669 0.316 -0.365 0.679 0.33
H -2.304084 -1.943895 -1.969706 -0.043 0.235 0.137 0.41
C 0.491573 3.436890 2.582831 0.430 0.645 -0.587 -1.31
O 1.413423 -0.605318 -3.219384 -0.676 -0.192 1.905 -0.83
C -2.501123 -0.664358 2.631621 0.064 -0.416 -0.322 -0.73
H 3.787117 2.842282 -3.196026 -0.130 0.081 -0.148 0.35
C -0.012125 2.170066 2.011298 -0.433 -1.632 -0.589 1.19
O -3.568788 0.182220 3.092112 0.421 -0.009 -0.614 -0.51
C 0.842563 -2.880360 -1.217074 0.059 -0.591 1.096 -0.15
C 3.290390 2.938753 -2.236894 -0.461 -0.894 0.677 -0.93
C -1.497970 -2.510690 -1.528834 -0.430 -0.998 0.386 -0.16
S 0.194610 -0.466331 -2.387725 0.035 0.243 -3.216 1.72
H 2.804561 3.904579 -2.148243 -0.017 0.182 -0.075 0.29
C 1.394014 1.665599 -1.129891 2.043 0.965 -1.092 0.28
C -0.745317 -4.591791 -0.454538 -0.131 1.496 -0.358 -0.42
C -1.382868 0.118064 1.982655 0.165 2.218 -1.119 0.67
H -0.025319 3.755402 3.495353 -0.152 -0.318 -0.384 0.38
H -3.984335 0.571010 2.286590 0.478 -0.443 0.902 0.34
H 1.868665 -2.575671 -1.365417 0.068 0.048 0.043 0.42
N 1.365692 2.379141 -0.022496 0.195 0.552 0.871 -1.49
C -0.926934 1.355527 2.653852 0.664 -1.140 -1.764 -1.08
N 2.297400 1.845265 -2.134976 0.281 0.219 -0.695 -0.11
N 0.466185 1.721756 0.758346 -1.076 1.243 2.392 0.80
H 2.251219 1.154936 -2.904100 0.002 0.670 0.880 0.25
H -2.019028 -1.247139 3.435209 -0.757 0.445 0.273 0.32
H -2.920188 -1.399105 1.936131 0.366 0.083 -0.123 0.30
C -0.188769 -2.059383 -1.638794 -0.172 -0.208 -0.125 -0.01
O -0.902492 0.027367 -3.218761 0.058 -0.773 1.542 -0.74
H 1.393025 -4.727157 -0.213003 -0.290 0.363 -0.104 0.35
N -1.032976 -0.171474 0.726030 0.152 0.593 1.344 -0.29
C 0.472131 0.645597 -1.085894 -0.448 -2.721 -1.964 0.30
H 1.543314 3.293714 2.854761 -0.005 0.282 -0.273 0.29
H -1.281012 1.650165 3.623766 -0.234 -0.094 0.133 0.38
H -0.922873 -5.584086 -0.053065 -0.108 0.205 0.050 0.40
H -2.811983 -4.103611 -0.939704 -0.228 -0.109 0.110 0.43
H 4.078130 2.871470 -1.467894 -0.390 -0.060 -0.078 0.28
C -0.097548 0.640713 0.140154 -1.108 -0.288 1.719 -0.43
```
Forces are in eV/Å.

## Properties
Strongest force on any atom, eV Å⁻¹: 3.4
Electronic energy, eV: -38751.0635
Spin multiplicity: 1
Gap between HOMO and LUMO, eV: 8.36
SMILES string: CNc1nn2c(C)cc(CO)nc2c1S(=O)(=O)c1ccccc1
LUMO, Eh: 0.0061



Density functional theory data (wB97M-V/def2-TZVPD) for C15H16N6O7PdS as an isolated structure in a non-equilibrium geometry.

The geometry in XYZ format:
```
46
Properties=species:S:1:pos:R:3:forces:R:3:mulliken_charge:R:1
H 1.513122 1.458690 -0.564284 0.002 -0.063 -0.029 0.28
C 2.769281 -0.128515 -0.217903 -0.051 -0.152 0.029 -0.51
C -1.719913 3.837619 0.656230 -0.068 -0.085 0.018 -0.47
N 1.356600 -2.056276 0.166946 0.327 0.139 0.289 -0.42
H -4.392521 -0.813485 2.038885 -0.007 -0.017 0.009 0.46
H 1.394028 -2.120571 1.181855 0.105 -0.042 -0.012 0.29
O -5.323631 1.771604 -1.912771 0.057 -0.053 -0.008 -0.64
H -1.953255 -0.266368 1.895789 0.022 0.014 -0.011 0.68
H 3.726832 0.267659 -0.560880 -0.037 -0.055 -0.114 0.44
C -3.396318 -2.994340 -0.346729 -0.040 0.039 -0.038 -0.62
N 1.613181 0.478916 -0.909092 0.105 0.257 0.228 -0.39
H 3.507424 -2.164682 0.071077 -0.057 0.024 0.082 0.39
O -1.562840 0.578992 -0.921849 0.274 0.225 0.033 -0.92
Pd -0.010722 -0.577066 -0.210844 -0.483 -0.354 -0.836 0.51
C -3.334536 2.145000 -0.813699 -0.119 -0.091 -0.065 -0.42
O 1.067639 2.689941 0.613337 -0.043 -0.020 -0.068 -0.81
C -2.958297 4.269152 0.177131 -0.025 0.038 -0.012 -0.52
N -3.414894 5.625330 0.471260 0.013 -0.030 -0.014 1.02
H -1.107137 4.505320 1.244765 0.006 0.010 -0.008 0.58
O -0.026825 1.028010 1.635643 -0.047 0.047 0.412 -0.61
C -3.748453 -1.355738 1.360713 0.002 -0.049 0.040 -0.43
C -1.286177 2.567277 0.385695 0.034 0.050 -0.021 0.74
C -3.775846 3.431686 -0.536460 0.043 0.007 0.051 -0.22
N -1.590573 -1.654526 0.426305 -0.283 -0.052 -0.127 0.01
O -4.153905 0.052566 -1.389817 0.006 0.056 0.037 -0.60
C 2.672774 -1.635012 -0.390607 -0.048 0.124 -0.067 -0.56
C -2.031280 1.685805 -0.458584 -0.085 0.021 0.014 1.36
O -4.459664 5.996263 -0.031771 0.017 0.004 0.041 -0.63
H 1.723976 0.489547 -1.917093 -0.019 -0.061 -0.012 0.25
C -2.078672 -2.605815 -0.380151 0.115 -0.087 0.169 -0.11
C 0.028589 2.077122 0.947224 0.183 0.056 -0.056 -0.37
H -4.752059 3.752239 -0.863372 0.002 0.014 0.009 0.64
C -4.258759 -2.321897 0.505843 0.039 -0.031 0.037 0.65
H 2.656548 -1.887908 -1.452075 0.055 0.005 0.005 0.29
H -1.384860 -3.049335 -1.082009 -0.012 0.034 -0.025 0.35
C -5.721590 -2.587303 0.445800 -0.040 0.048 -0.046 -0.39
O -2.720831 6.306961 1.202180 -0.030 0.004 -0.031 -0.63
H 2.658611 0.140299 0.835103 0.048 0.008 -0.009 0.25
H -5.916013 -0.857302 -0.618462 0.037 0.077 0.006 0.23
N -6.404298 -1.571860 -0.091571 -0.077 -0.147 -0.017 -0.22
S -6.345095 -3.995938 1.007917 -0.039 0.029 0.030 -0.29
H -7.397488 -1.683063 -0.219936 -0.010 0.012 -0.003 0.23
C -2.405665 -1.050993 1.299634 0.032 -0.003 0.052 -0.45
N -4.323476 1.266867 -1.433947 0.094 0.074 0.022 0.92
H 1.077453 -2.965685 -0.182567 0.003 -0.008 0.006 0.27
H -3.763566 -3.757287 -1.017459 -0.003 -0.020 0.012 0.43
```
Forces are in eV/Å.

## Properties
Strongest force on any atom, eV Å⁻¹: 1.0
Electronic energy, eV: -53398.4233
Spin multiplicity: 1
Gap between HOMO and LUMO, eV: 7.62
LUMO, Eh: -0.0243



Density functional theory data (wB97M-V/def2-TZVPD) for a 2-piece molecular cluster, C15H16NO2 overall in a non-equilibrium geometry.

The geometry in XYZ format:
```
34
Properties=species:S:1:pos:R:3:forces:R:3:mulliken_charge:R:1
H 1.993842 0.557809 1.583059 0.060 -0.808 -0.325 0.55
H 2.688083 -1.197920 1.764259 0.531 0.191 0.255 0.41
C -4.225349 -1.038275 1.959406 0.271 0.177 0.011 -0.49
C 2.130558 -0.132195 -1.226891 0.231 0.240 0.168 -0.03
C -4.432570 1.392885 2.047005 -0.209 -0.562 0.069 -0.49
C -0.849979 0.376429 1.280713 1.057 0.583 -0.188 0.74
O -0.446395 -0.920457 1.164028 0.207 0.806 -0.097 -0.49
H 1.587369 1.903855 -0.774407 0.153 -0.218 -0.294 0.35
N 2.998341 -0.258590 -0.074812 1.739 -0.121 -3.297 0.33
C -5.013937 0.106109 2.135072 0.317 0.026 -0.103 -0.32
C 4.462016 -0.378981 -0.320724 -0.595 -0.249 -0.015 -1.02
H 1.087143 -1.897783 -3.939858 -0.017 0.113 0.062 0.37
H 0.489068 -0.969263 0.948719 0.738 0.326 -0.101 0.22
O -0.132002 1.355436 1.128911 -1.050 -1.283 0.216 -0.58
C 1.228190 -1.051801 -3.273933 0.231 -0.021 0.353 -0.62
H -2.220519 -1.759289 1.555356 -0.457 0.056 0.107 0.41
C -3.062879 1.516648 1.796963 0.021 -0.116 -0.114 -0.28
C 2.549008 -0.302713 1.158201 -1.639 0.442 3.029 -1.19
C 1.946785 -1.228617 -2.085407 -0.142 0.504 0.003 -0.07
C -2.282789 0.366823 1.611985 -0.894 -0.171 0.216 0.08
H -2.573353 2.486863 1.722184 -0.201 -0.165 0.013 0.42
H 4.848241 -1.336697 0.057256 -0.082 0.075 -0.179 0.34
H 2.357290 -2.201843 -1.812869 -0.020 0.281 -0.119 0.42
H -6.083152 -0.020465 2.335208 0.405 0.225 -0.095 0.36
H 0.527524 2.270949 -3.005086 -0.160 -0.056 0.008 0.38
H -4.625168 -2.058710 2.000811 -0.106 0.592 0.074 0.35
H 0.201532 0.346232 -4.557434 0.166 -0.071 0.214 0.38
H 4.636372 -0.299135 -1.402324 0.049 -0.082 0.379 0.31
C 0.726927 0.201745 -3.613150 0.018 0.333 0.083 -0.35
H -5.080390 2.273111 2.168681 0.493 -0.410 -0.040 0.35
C -2.859490 -0.898902 1.707534 -0.906 0.064 0.069 -0.36
H 5.014253 0.416632 0.207347 -0.327 -0.147 -0.243 0.33
C 0.885704 1.284921 -2.741558 0.196 -0.692 0.668 -0.73
C 1.529711 1.095193 -1.504236 -0.077 0.138 -0.786 -0.08
```
Forces are in eV/Å.

## Properties
Strongest force on any atom, eV Å⁻¹: 3.7
Expectation value of S²: 0.753
Electronic energy, eV: -21397.4630
Spin multiplicity: 2
Gap between HOMO and LUMO (alpha / beta), eV: 7.78 / 8.86
LUMO (alpha / beta), Eh: 0.0188 / 0.0141